1.
Below is a molecular structure, C6H24HfN16O18, with properties calculated with the ωB97M-V functional and the def2-TZVPD basis.

Computed properties:
DFT total energy: -2521.38679 Ha
LUMO energy: 0.007 Ha
E_HOMO: -8.54 eV
Relative energy (zero: lowest compared OMol25 entry of this formula, charge and spin): 1.723 eV

Positions of all 65 atoms, in Å:
Hf (0.13626, -0.15114, -0.09772)
N (-2.43536, 1.44115, -2.06985)
O (-3.44594, 1.34650, -1.35879)
O (-1.29875, 1.25795, -1.50852)
O (-2.48495, 1.68707, -3.27069)
N (0.52297, -1.08947, 3.28522)
O (0.15003, -0.81569, 2.11493)
O (1.51644, -1.83420, 3.42222)
O (-0.02895, -0.59190, 4.26017)
N (3.74840, -0.88046, 0.10596)
O (4.54870, 0.06385, 0.03276)
O (2.51926, -0.64826, 0.28182)
O (4.13055, -2.06809, 0.17815)
N (1.39400, -0.82680, -3.37699)
O (1.51848, -1.97130, -3.78708)
O (1.34660, 0.16286, -4.14024)
O (1.27766, -0.57055, -2.13271)
C (-1.57151, 2.05665, 2.11546)
O (-1.22772, 1.34420, 1.16668)
N (-1.78612, 3.38229, 1.91241)
N (-1.69343, 1.65356, 3.37361)
H (-2.23660, 3.95385, 2.60313)
H (-1.92835, 3.63660, 0.94651)
H (-1.99467, 2.27076, 4.10324)
H (-1.26777, 0.77764, 3.66851)
C (2.31793, 1.85184, 2.06085)
O (1.32220, 1.43780, 1.44860)
N (2.77659, 3.13491, 2.00651)
N (2.90694, 1.09271, 2.99146)
H (3.37454, 3.50057, 2.72020)
H (2.55596, 3.62668, 1.15766)
H (3.81848, 1.47268, 3.19441)
H (2.78703, 0.10028, 3.13696)
C (-1.68431, -1.62491, -2.88526)
O (-1.17251, -1.30577, -1.81971)
N (-1.41553, -1.01487, -4.07197)
N (-2.66201, -2.55664, -3.02900)
H (-0.91423, -0.13527, -4.06024)
H (-1.64050, -1.34830, -4.98801)
H (-2.81420, -2.99415, -3.91552)
H (-2.86473, -3.02551, -2.15858)
C (-3.10084, -1.17480, 1.18162)
O (-1.99792, -1.05745, 0.64695)
N (-4.16393, -0.40123, 0.96683)
N (-3.23374, -1.98130, 2.26731)
H (-5.04230, -0.26343, 1.43023)
H (-4.10538, 0.29064, 0.22323)
H (-4.12580, -1.93927, 2.72361)
H (-2.58524, -2.71300, 2.49255)
C (0.61859, -3.63550, -0.04736)
O (0.24558, -2.46792, 0.08307)
N (1.91844, -3.99561, 0.01786)
N (-0.22225, -4.66868, -0.24249)
H (2.65312, -3.31803, 0.21117)
H (2.17216, -4.93659, -0.21072)
H (-1.14196, -4.33224, -0.47998)
H (0.06779, -5.60845, -0.07060)
C (1.73225, 2.95709, -1.54263)
O (1.28453, 1.89459, -1.12214)
N (1.13366, 3.60748, -2.57867)
N (3.04463, 3.28276, -1.37783)
H (0.17254, 3.35815, -2.75372)
H (1.56006, 4.48785, -2.80265)
H (3.57216, 2.85079, -0.63857)
H (3.44295, 3.96500, -1.99363)

=====

2.
Below is C6H7BN2O4 in the gas phase, with properties calculated with the ωB97M-V functional and the def2-TZVPD basis.

Computed properties:
DFT total energy: -668.04023 Ha
LUMO energy: 0.003 Ha
SMILES: NOB(O[N+](=O)[O-])c1ccccc1
E_HOMO: -9.47 eV
Relative energy (zero: lowest compared OMol25 entry of this formula, charge and spin): 0.000 eV

Positions of all 20 atoms, in Å:
B (-0.94058, -0.71073, -0.22908)
C (2.61276, 1.72752, -0.32415)
C (1.64110, 2.11797, 0.53877)
C (2.40238, 0.64259, -1.18329)
C (0.51382, 1.33828, 0.75324)
C (1.25376, -0.14132, -1.01545)
C (0.27266, 0.24149, -0.11617)
N (-2.02581, -2.49585, -1.37645)
N (-2.28060, -0.60383, 2.03115)
O (-2.03945, -0.97275, 0.72844)
O (-1.46808, 0.07026, 2.57478)
O (-1.13481, -1.38646, -1.33459)
O (-3.28319, -1.05629, 2.49721)
H (3.57200, 2.14436, -0.20520)
H (1.89199, 2.94441, 1.26415)
H (3.21067, 0.33129, -1.80177)
H (-0.16060, 1.52749, 1.52641)
H (1.15765, -1.07500, -1.52415)
H (-2.51672, -2.16801, -2.23643)
H (-2.67895, -2.47541, -0.56740)

=====

3.
Below is 7 unconnected molecules or ions with the total composition H14O7, with properties calculated with the ωB97M-V functional and the def2-TZVPD basis.

Computed properties:
DFT total energy: -535.06096 Ha
LUMO energy: 0.004 Ha
SMILES: O.O.O.O.O.O.O
E_HOMO: -10.60 eV
Relative energy (zero: lowest compared OMol25 entry of this formula, charge and spin): 1.711 eV

Positions of all 21 atoms, in Å:
O (-0.04771, 0.60814, -0.97295)
H (0.65829, 0.23814, -1.51295)
H (0.42329, 0.98614, -0.21895)
O (-1.53771, 0.89914, 2.69805)
H (-0.79071, 1.37714, 2.35805)
H (-1.10271, 0.03814, 2.66705)
O (-0.54871, -1.32286, 0.77905)
H (-1.34971, -1.76586, 0.48605)
H (-0.45971, -0.66886, 0.08905)
O (-2.50671, 1.25514, -2.06495)
H (-1.64271, 1.55914, -1.75895)
H (-2.30671, 0.27114, -2.04495)
O (0.49229, 2.11014, 1.58205)
H (-0.04071, 2.95014, 1.58805)
H (1.28729, 2.39214, 2.01105)
O (1.48829, -2.69686, -0.17695)
H (0.78429, -1.99386, -0.14495)
H (1.87029, -2.87986, 0.71305)
O (1.83429, -0.71686, -1.98095)
H (1.91429, -1.45286, -1.33295)
H (1.58129, -1.18686, -2.76195)

=====

4.
Below is 15 unconnected molecules or ions with the total composition C27H55Cl29O2, with properties calculated with the ωB97M-V functional and the def2-TZVPD basis.

Computed properties:
DFT total energy: -14557.71774 Ha
LUMO energy: 0.006 Ha
E_HOMO: -9.00 eV

Positions of all 113 atoms, in Å:
C (-2.50000, 0.11414, -1.34276)
C (-1.54730, 1.14414, -1.97146)
C (-0.60728, 0.54970, -3.02717)
C (0.74216, 0.04389, -2.44278)
C (0.91825, -1.43690, -2.76469)
C (2.16333, -2.07592, -2.16347)
C (2.37254, -1.88013, -0.66482)
C (1.12247, -1.98661, 0.19823)
O (1.23210, -1.26040, 1.42139)
C (1.17615, 0.11274, 1.22665)
C (1.35145, 0.85345, 2.53181)
Cl (2.85308, 0.25398, 3.32510)
C (1.41867, 2.34549, 2.34637)
C (2.55294, 2.82839, 1.43570)
O (3.26778, -2.93026, -0.25012)
C (3.90325, -2.64640, 1.00216)
H (-2.29856, -0.00601, -0.28252)
H (-2.42926, -0.85508, -1.81520)
H (-3.53344, 0.43176, -1.41362)
H (-0.97680, 1.61531, -1.18010)
H (-2.16034, 1.92530, -2.40766)
H (-0.44730, 1.28827, -3.80815)
H (-1.12799, -0.27458, -3.49833)
H (1.50749, 0.62585, -2.94022)
H (0.70189, 0.23308, -1.37747)
H (0.98085, -1.54729, -3.84409)
H (0.05106, -2.02840, -2.47108)
H (3.01648, -1.60962, -2.64071)
H (2.22097, -3.12266, -2.43242)
H (2.90959, -0.95390, -0.48623)
H (1.00555, -3.01978, 0.48907)
H (0.20892, -1.66147, -0.29893)
H (0.21716, 0.41128, 0.78733)
H (1.93617, 0.48283, 0.54014)
H (0.50424, 0.61484, 3.16620)
H (0.48825, 2.70817, 1.92622)
H (1.53892, 2.84549, 3.29846)
H (2.62271, 3.90666, 1.44864)
H (2.33647, 2.54920, 0.41166)
H (3.48292, 2.38924, 1.76450)
H (4.98181, -2.74450, 0.91841)
H (3.63361, -1.68061, 1.39646)
H (3.59854, -3.41954, 1.70167)
C (-0.26378, 2.15704, 5.78509)
Cl (-0.54463, 3.44931, 4.61495)
Cl (-1.64773, 1.05843, 5.88413)
H (0.60724, 1.59022, 5.47149)
H (-0.09530, 2.59680, 6.75986)
C (-0.32635, 4.65567, -2.25969)
Cl (0.89761, 3.72257, -1.39580)
Cl (-1.81280, 4.82134, -1.31169)
H (0.06804, 5.64398, -2.46084)
H (-0.56201, 4.14685, -3.18678)
C (-2.20480, -2.39376, 6.97074)
Cl (-0.94945, -3.36179, 7.75197)
Cl (-3.61348, -2.17116, 8.01674)
H (-1.79462, -1.41953, 6.73701)
H (-2.52100, -2.89999, 6.06689)
C (-3.72212, 2.04567, 2.37555)
Cl (-2.13573, 1.30507, 2.14896)
Cl (-4.51073, 2.41681, 0.83828)
H (-4.34651, 1.35476, 2.92935)
H (-3.59314, 2.96676, 2.93127)
C (7.62382, -4.01181, -0.48467)
Cl (8.08712, -3.80764, -2.17883)
Cl (7.36839, -2.46986, 0.32775)
H (6.70424, -4.58422, -0.43930)
H (8.42346, -4.53884, 0.02206)
C (5.23402, -2.78801, -5.60032)
Cl (5.38965, -1.25765, -6.47566)
Cl (3.60111, -2.99831, -4.96797)
H (5.45721, -3.60255, -6.27839)
H (5.92612, -2.78271, -4.77182)
C (-1.14669, -5.11008, -2.29818)
Cl (-0.83780, -4.73023, -3.99807)
Cl (-1.33570, -3.64883, -1.32342)
H (-2.05820, -5.69148, -2.23136)
H (-0.30801, -5.67644, -1.91195)
C (-4.71889, -2.31799, 1.07269)
Cl (-4.53275, -3.16161, -0.47070)
Cl (-3.14137, -1.98837, 1.80245)
H (-5.22177, -1.37366, 0.89535)
H (-5.30563, -2.94107, 1.73815)
C (-2.47759, 8.30410, 0.04988)
Cl (-0.97681, 9.22295, 0.24558)
Cl (-3.77209, 9.30038, -0.62096)
H (-2.28937, 7.47679, -0.62220)
H (-2.78757, 7.93686, 1.02028)
C (7.27243, -2.73595, 4.49273)
Cl (5.65049, -2.05008, 4.34217)
Cl (7.58486, -3.94975, 3.24623)
H (7.99754, -1.93860, 4.38595)
H (7.36468, -3.20453, 5.46440)
C (1.35566, 11.91762, 0.68244)
Cl (1.60081, 12.34493, -1.01458)
Cl (1.15781, 13.34803, 1.70148)
H (0.46032, 11.31325, 0.75854)
H (2.21941, 11.36322, 1.02794)
C (-8.31288, -3.81010, 1.11330)
Cl (-10.03902, -4.09376, 1.34563)
Cl (-7.47821, -3.52276, 2.65228)
H (-7.88428, -4.68668, 0.63940)
H (-8.18566, -2.93861, 0.48180)
C (-10.27744, -6.85217, -1.24433)
Cl (-8.74095, -5.98134, -1.12659)
Cl (-11.55246, -5.84226, -1.92823)
H (-10.13537, -7.71481, -1.88301)
H (-10.57244, -7.16051, -0.24886)
C (3.06602, 1.58554, -7.51848)
Cl (3.16317, 1.96218, -9.24267)
Cl (2.86894, 3.04264, -6.53528)
H (2.21399, 0.93829, -7.35219)
H (3.97947, 1.08830, -7.22011)

=====

Q: The highest DFT total energy belongs to which entry?
A: H14O7

=====

Q: What is the formula in the first record?
A: C6H24HfN16O18

=====

Q: The lowest E_HOMO belongs to which entry?
A: H14O7